Record 1
55
Properties=species:S:1:pos:R:3 method="wB97M-V/def2-TZVPD" de_lowest_kj_mol=0.00 e_homo_ev="-3.10 / -5.02" homo_lumo_gap_ev="5.7 / 7.4" charge=-1 multiplicity=3 total_energy_ha=-2770.1129
Ti 0.8843 0.2302 0.0442
N 3.7947 3.3473 -1.3208
C 3.0606 2.1864 -1.1176
S 2.8876 1.6208 0.5174
N 2.5617 1.6140 -2.1682
N 1.8016 0.5192 -1.8354
C 1.4833 -0.3093 -2.8133
C 0.8574 -1.5074 -2.4163
C 0.4971 -2.5466 -3.3009
C 0.0160 -3.7235 -2.7978
C -0.1085 -3.8730 -1.4017
C 0.2259 -2.8122 -0.5942
N 0.6697 -1.6332 -1.0608
H 4.4608 3.5369 -0.5901
H 4.1673 3.4238 -2.2558
H 1.7680 -0.1039 -3.8395
H 0.6325 -2.3991 -4.3651
H -0.2525 -4.5351 -3.4632
H -0.4582 -4.7944 -0.9590
H 0.1216 -2.8783 0.4771
C -2.0130 -1.6054 2.7784
O -1.8496 -1.6391 1.3765
C -2.9064 -1.0241 0.6826
C -2.4869 -0.8835 -0.7614
O -1.5105 0.1350 -0.9595
C -2.0602 1.3991 -1.3017
C -0.8939 2.2435 -1.7434
O 0.0536 2.2946 -0.6916
C 0.0674 3.5290 0.0208
H -2.8659 -2.2240 3.0876
H -1.1013 -2.0066 3.2186
H -2.1669 -0.5837 3.1371
H -3.8148 -1.6453 0.7340
H -3.1281 -0.0404 1.1125
H -2.0419 -1.8178 -1.1035
H -3.3622 -0.6648 -1.3822
H -2.7709 1.2842 -2.1298
H -2.5585 1.8394 -0.4338
H -0.3992 1.7824 -2.6005
H -1.2190 3.2512 -2.0140
H 0.4301 4.3177 -0.6442
H -0.9278 3.7615 0.4026
H 0.7554 3.4087 0.8516
N 1.2723 0.3470 3.5235
C 1.7820 -0.7841 2.9016
N 2.4912 -1.6931 3.5412
N 2.8072 -2.5914 2.5836
N 2.3116 -2.2419 1.4517
N 1.6338 -1.0745 1.6102
C 0.1270 0.9604 3.0632
N -0.7333 1.5925 3.8455
N -1.6900 2.0218 2.9999
N -1.4211 1.6658 1.7935
N -0.2446 0.9890 1.7841
H 1.3633 0.3346 4.5265

---

Record 2
43
Properties=species:S:1:pos:R:3 method="wB97M-V/def2-TZVPD" de_lowest_kj_mol=119.28 e_homo_ev=-9.11 smiles="CC(=O)Nc1ccc(S(=O)(=O)NC2CCCCCC2)cc1" homo_lumo_gap_ev=9.6 multiplicity=1 total_energy_ha=-1318.2110
C -4.8103 -3.7011 -3.9828
C -4.1274 -2.4751 -3.4155
O -4.2997 -1.3590 -3.8396
N -3.2928 -2.7888 -2.3727
C -2.5027 -1.9458 -1.5943
C -2.4981 -0.5587 -1.7506
C -1.6957 0.2192 -0.9371
C -0.8984 -0.3776 0.0211
S 0.1331 0.6444 1.0606
O 0.7036 -0.1726 2.1015
O -0.6011 1.8041 1.4644
N 1.2712 1.0972 -0.0889
C 2.5139 1.7926 0.2555
C 2.2442 2.7166 1.4414
C 3.4991 3.3414 2.0534
C 4.0736 2.4961 3.1896
C 4.7604 1.2113 2.7357
C 3.8907 0.2914 1.8797
C 3.6919 0.8239 0.4597
C -0.8930 -1.7494 0.1875
C -1.6950 -2.5341 -0.6175
H -5.4004 -4.1939 -3.2130
H -4.0701 -4.4027 -4.3620
H -5.4643 -3.3998 -4.7955
H -3.2297 -3.7673 -2.1255
H -3.1240 -0.1072 -2.5017
H -1.6832 1.2931 -1.0256
H 1.4493 0.2990 -0.6815
H 2.7496 2.4106 -0.6255
H 1.5580 3.4933 1.1005
H 1.7184 2.1535 2.2113
H 4.2565 3.5078 1.2853
H 3.2315 4.3171 2.4644
H 3.2635 2.2445 3.8772
H 4.8021 3.0943 3.7441
H 5.6640 1.4650 2.1734
H 5.0763 0.6638 3.6272
H 2.9254 0.1191 2.3548
H 4.3978 -0.6749 1.8105
H 4.6098 1.3262 0.1447
H 3.5455 -0.0173 -0.2254
H -0.2673 -2.1776 0.9548
H -1.7026 -3.6075 -0.4903

---

Record 3
43
Properties=species:S:1:pos:R:3 method="wB97M-V/def2-TZVPD" de_lowest_kj_mol=122.45 e_homo_ev=-9.28 smiles="CCNS(=O)(=O)c1ccc(CCC(=O)N2CCCC2)cc1" homo_lumo_gap_ev=9.8 multiplicity=1 total_energy_ha=-1318.2097
C -4.7528 1.1267 2.1634
C -5.7944 0.6312 1.1637
N -5.3670 -0.6153 0.5572
S -4.7870 -0.5419 -1.0096
O -4.8810 -1.8750 -1.5288
O -5.4095 0.5333 -1.7318
C -3.0769 -0.1301 -0.7165
C -2.6184 1.1462 -0.9746
C -1.2978 1.4582 -0.7023
C -0.4401 0.4992 -0.1729
C 1.0025 0.8287 0.0737
C 1.8172 0.6122 -1.2131
C 3.2687 0.9855 -0.9582
O 3.6683 2.1273 -1.0959
N 4.0861 0.0030 -0.5323
C 3.7693 -1.3942 -0.3067
C 5.1149 -2.0335 0.0428
C 5.8919 -0.8804 0.6744
C 5.4680 0.3019 -0.1870
C -0.9243 -0.7822 0.0728
C -2.2439 -1.0995 -0.1955
H -5.0799 2.0646 2.6042
H -3.7981 1.2832 1.6684
H -4.6148 0.3942 2.9544
H -5.9280 1.3667 0.3638
H -6.7541 0.4926 1.6662
H -5.9822 -1.4016 0.6762
H -3.3016 1.8703 -1.3895
H -0.9258 2.4526 -0.8998
H 1.3998 0.1972 0.8706
H 1.1083 1.8718 0.3758
H 1.7131 -0.4169 -1.5541
H 1.4366 1.2797 -1.9873
H 3.3246 -1.8522 -1.1944
H 3.0642 -1.4974 0.5269
H 5.0030 -2.8869 0.7083
H 5.6180 -2.3640 -0.8663
H 6.9674 -1.0393 0.6614
H 5.5710 -0.7302 1.7059
H 5.5161 1.2653 0.3232
H 6.0727 0.3685 -1.0987
H -0.2632 -1.5335 0.4801
H -2.6409 -2.0858 -0.0180

---

Record 4
45
Properties=species:S:1:pos:R:3 method="wB97M-V/def2-TZVPD" e_homo_ev="-14.69 / -14.69" homo_lumo_gap_ev="5.8 / 5.8" charge=+2 multiplicity=1 total_energy_ha=-1520.6954
Pd 0.3322 -0.6154 -0.2330
C 1.5085 -3.0458 0.1061
C 2.7073 -2.3554 0.7286
O 2.5327 -0.9183 0.6063
C 2.7843 -0.1852 1.8365
C 1.7063 0.8538 2.0910
O 0.4498 0.1877 2.0919
C -0.6787 1.0580 2.0552
C -1.9202 0.1948 1.8912
O -1.7480 -0.7382 0.8007
C -1.9375 -2.1300 1.1700
C -0.9439 -2.9773 0.3943
O 0.3583 -2.4269 0.7305
H 1.4478 -2.8723 -0.9812
H 1.5065 -4.1245 0.2851
H 2.7617 -2.6121 1.7863
H 3.6323 -2.6674 0.2393
H 2.8167 -0.8990 2.6588
H 3.7596 0.3010 1.7592
H 1.9008 1.3354 3.0559
H 1.7108 1.6298 1.3169
H -0.7612 1.6391 2.9788
H -0.5720 1.7623 1.2159
H -2.1178 -0.3692 2.8025
H -2.7868 0.8213 1.6732
H -1.7486 -2.2445 2.2385
H -2.9620 -2.4413 0.9510
H -0.9845 -4.0331 0.6746
H -1.0872 -2.8929 -0.6940
N 2.5246 1.7543 -0.8935
C 1.3109 1.9136 -1.4512
N 0.3706 0.9757 -1.3952
C -0.8122 1.4015 -2.0300
C -1.9791 0.6611 -2.1886
C -3.0454 1.2557 -2.8405
C -2.9536 2.5533 -3.3450
C -1.7880 3.2903 -3.2116
C -0.7260 2.6969 -2.5447
S 0.8668 3.3575 -2.2765
H 2.8733 0.8187 -0.7448
H 3.2220 2.4694 -1.0331
H -2.0624 -0.3540 -1.8186
H -3.9614 0.6987 -2.9747
H -3.7978 2.9858 -3.8620
H -1.7096 4.2873 -3.6202

---

Copy entry 2 word for word.
43
Properties=species:S:1:pos:R:3 method="wB97M-V/def2-TZVPD" de_lowest_kj_mol=119.28 e_homo_ev=-9.11 smiles="CC(=O)Nc1ccc(S(=O)(=O)NC2CCCCCC2)cc1" homo_lumo_gap_ev=9.6 multiplicity=1 total_energy_ha=-1318.2110
C -4.8103 -3.7011 -3.9828
C -4.1274 -2.4751 -3.4155
O -4.2997 -1.3590 -3.8396
N -3.2928 -2.7888 -2.3727
C -2.5027 -1.9458 -1.5943
C -2.4981 -0.5587 -1.7506
C -1.6957 0.2192 -0.9371
C -0.8984 -0.3776 0.0211
S 0.1331 0.6444 1.0606
O 0.7036 -0.1726 2.1015
O -0.6011 1.8041 1.4644
N 1.2712 1.0972 -0.0889
C 2.5139 1.7926 0.2555
C 2.2442 2.7166 1.4414
C 3.4991 3.3414 2.0534
C 4.0736 2.4961 3.1896
C 4.7604 1.2113 2.7357
C 3.8907 0.2914 1.8797
C 3.6919 0.8239 0.4597
C -0.8930 -1.7494 0.1875
C -1.6950 -2.5341 -0.6175
H -5.4004 -4.1939 -3.2130
H -4.0701 -4.4027 -4.3620
H -5.4643 -3.3998 -4.7955
H -3.2297 -3.7673 -2.1255
H -3.1240 -0.1072 -2.5017
H -1.6832 1.2931 -1.0256
H 1.4493 0.2990 -0.6815
H 2.7496 2.4106 -0.6255
H 1.5580 3.4933 1.1005
H 1.7184 2.1535 2.2113
H 4.2565 3.5078 1.2853
H 3.2315 4.3171 2.4644
H 3.2635 2.2445 3.8772
H 4.8021 3.0943 3.7441
H 5.6640 1.4650 2.1734
H 5.0763 0.6638 3.6272
H 2.9254 0.1191 2.3548
H 4.3978 -0.6749 1.8105
H 4.6098 1.3262 0.1447
H 3.5455 -0.0173 -0.2254
H -0.2673 -2.1776 0.9548
H -1.7026 -3.6075 -0.4903

---

Repeat the third record exactly.
43
Properties=species:S:1:pos:R:3 method="wB97M-V/def2-TZVPD" de_lowest_kj_mol=122.45 e_homo_ev=-9.28 smiles="CCNS(=O)(=O)c1ccc(CCC(=O)N2CCCC2)cc1" homo_lumo_gap_ev=9.8 multiplicity=1 total_energy_ha=-1318.2097
C -4.7528 1.1267 2.1634
C -5.7944 0.6312 1.1637
N -5.3670 -0.6153 0.5572
S -4.7870 -0.5419 -1.0096
O -4.8810 -1.8750 -1.5288
O -5.4095 0.5333 -1.7318
C -3.0769 -0.1301 -0.7165
C -2.6184 1.1462 -0.9746
C -1.2978 1.4582 -0.7023
C -0.4401 0.4992 -0.1729
C 1.0025 0.8287 0.0737
C 1.8172 0.6122 -1.2131
C 3.2687 0.9855 -0.9582
O 3.6683 2.1273 -1.0959
N 4.0861 0.0030 -0.5323
C 3.7693 -1.3942 -0.3067
C 5.1149 -2.0335 0.0428
C 5.8919 -0.8804 0.6744
C 5.4680 0.3019 -0.1870
C -0.9243 -0.7822 0.0728
C -2.2439 -1.0995 -0.1955
H -5.0799 2.0646 2.6042
H -3.7981 1.2832 1.6684
H -4.6148 0.3942 2.9544
H -5.9280 1.3667 0.3638
H -6.7541 0.4926 1.6662
H -5.9822 -1.4016 0.6762
H -3.3016 1.8703 -1.3895
H -0.9258 2.4526 -0.8998
H 1.3998 0.1972 0.8706
H 1.1083 1.8718 0.3758
H 1.7131 -0.4169 -1.5541
H 1.4366 1.2797 -1.9873
H 3.3246 -1.8522 -1.1944
H 3.0642 -1.4974 0.5269
H 5.0030 -2.8869 0.7083
H 5.6180 -2.3640 -0.8663
H 6.9674 -1.0393 0.6614
H 5.5710 -0.7302 1.7059
H 5.5161 1.2653 0.3232
H 6.0727 0.3685 -1.0987
H -0.2632 -1.5335 0.4801
H -2.6409 -2.0858 -0.0180